1.
DFT (ωB97M-V with the def2-TZVPD basis set) results for 2 unconnected molecules or ions with the total composition C2H3NO.

```
! RIJCOSX wB97M-V def2-TZVPD def2/J DEFGRID3
* xyz 0 1
C -0.805 0.082 -0.542
C 1.432 0.034 0.241
N -1.867 -0.085 0.092
O 2.132 -0.594 -0.439
H -0.813 0.178 -1.536
H 1.636 0.562 1.158
H -1.715 -0.178 1.027
*
```

Results
E_HOMO = -8.10 eV
electronic energy = -5655.987 eV
F_max = 5.18 eV/Å
Kohn-Sham gap = 8.81 eV

Löwdin atomic charge list, values in e, 2 entries:
1. C -0.06
2. C -0.09

---

2.
DFT (ωB97M-V with the def2-TZVPD basis set) results for a molecular structure, C10H24F5NaO5S3.

```
! RIJCOSX wB97M-V def2-TZVPD def2/J DEFGRID3
* xyz -2 1
Na 0.868 0.920 -0.970
F 0.072 -1.553 -3.500
F 0.092 4.219 -2.068
C 2.051 -0.194 4.801
O 3.037 -0.936 5.514
O 2.297 -0.254 3.376
C 0.619 -0.397 5.342
F 0.092 -1.604 5.138
F 0.629 -0.133 6.656
F -0.370 0.420 4.879
C 4.458 -0.550 5.406
C 5.224 -1.678 6.152
H 5.126 -2.630 5.631
H 6.313 -1.645 6.179
H 4.671 -1.802 7.083
H 4.625 0.389 5.933
H 4.877 -0.412 4.409
H 2.113 0.858 5.080
C -3.256 -2.662 0.578
S -4.788 -3.407 -0.145
O -4.389 -4.461 -1.231
C -5.093 -4.433 1.348
H -3.466 -2.214 1.549
H -2.911 -1.859 -0.074
H -2.391 -3.325 0.601
H -5.880 -4.015 1.976
H -4.157 -4.610 1.877
H -5.353 -5.403 0.926
C 4.385 4.349 -4.773
S 5.202 2.877 -5.464
O 6.617 3.337 -5.783
C 5.336 2.030 -3.897
H 4.969 4.759 -3.948
H 3.348 4.098 -4.551
H 4.509 5.151 -5.502
H 5.476 2.696 -3.045
H 6.059 1.215 -3.852
H 4.333 1.607 -3.837
C -4.185 1.747 -3.718
S -5.406 0.673 -4.729
O -4.917 -0.707 -4.337
C -6.985 0.914 -3.740
H -3.205 1.269 -3.724
H -4.640 1.872 -2.736
H -3.994 2.724 -4.163
H -7.411 1.889 -3.974
H -6.995 0.810 -2.655
H -7.606 0.061 -4.015
*
```

Results
E_HOMO = -2.28 eV
electronic energy = -71501.017 eV
F_max = 5.83 eV/Å
Kohn-Sham gap = 5.90 eV

Löwdin atomic charge list, values in e, 2 entries:
1. Na 0.81
2. F -0.92

---

3.
DFT (ωB97M-V with the def2-TZVPD basis set) results for C13H22N2O4 in the gas phase.

```
! RIJCOSX wB97M-V def2-TZVPD def2/J DEFGRID3
* xyz 0 1
O -1.366 -0.574 -5.843
C -0.729 -1.581 -5.688
O -0.442 -2.415 -6.695
H -0.802 -2.077 -7.530
C -0.146 -2.064 -4.387
H -0.269 -3.145 -4.321
H 0.930 -1.864 -4.410
C -0.748 -1.342 -3.186
C 0.223 -1.332 -2.022
O 1.419 -1.536 -2.113
N -0.349 -1.031 -0.838
H -1.337 -0.911 -0.652
N 0.423 -0.989 0.325
C -0.191 -0.965 1.534
O -1.401 -0.895 1.614
C 0.755 -1.037 2.713
C 0.279 -0.159 3.874
H 0.675 -0.563 4.809
C 0.713 1.305 3.757
C 0.299 2.067 5.019
C 0.725 3.530 4.948
C 0.116 4.200 3.722
C 0.532 3.456 2.458
C 0.112 1.990 2.529
H -0.977 1.921 2.578
H 0.436 1.481 1.619
H 0.079 3.926 1.582
H 1.617 3.517 2.345
H 0.438 5.242 3.665
H -0.973 4.190 3.806
H 0.410 4.051 5.855
H 1.815 3.589 4.889
H 0.747 1.595 5.897
H -0.786 2.012 5.128
H 1.806 1.340 3.676
H -0.810 -0.215 3.917
H 1.766 -0.767 2.409
H 0.762 -2.081 3.036
H 1.404 -1.165 0.149
H -0.950 -0.305 -3.471
H -1.693 -1.795 -2.885
*
```

Results
E_HOMO = -9.15 eV
electronic energy = -25009.632 eV
F_max = 0.87 eV/Å
Kohn-Sham gap = 9.79 eV

Löwdin atomic charge list, values in e, 2 entries:
1. O 0.11
2. C -0.53

---

4.
DFT (ωB97M-V with the def2-TZVPD basis set) results for a molecular structure, C50H130BMnN8O23.

```
! RIJCOSX wB97M-V def2-TZVPD def2/J DEFGRID3
* xyz 1 6
Mn -3.695 -2.161 2.660
O -2.549 1.003 -0.647
C -1.508 0.418 -0.347
O -0.332 0.539 -0.974
B 0.683 -0.349 -0.412
O 0.050 -1.016 0.726
C -1.268 -0.599 0.817
O -2.118 -0.991 1.595
O 1.841 0.479 0.007
C 2.913 -0.104 -0.450
O 4.106 0.170 -0.211
C 2.507 -1.362 -1.300
O 1.198 -1.450 -1.281
O 3.363 -2.085 -1.806
C 5.355 1.693 3.056
C 5.296 0.221 3.311
O 6.433 0.054 4.112
H 6.173 1.941 2.379
H 5.466 2.325 3.937
H 4.559 2.100 2.433
H 5.363 -0.436 2.444
H 4.387 0.034 3.882
H 6.407 -0.869 4.377
C 0.494 -2.996 -4.765
C 1.206 -4.308 -5.051
O 0.838 -5.248 -4.011
H 0.869 -2.290 -5.506
H 0.615 -2.595 -3.759
H -0.594 -3.038 -4.811
H 2.292 -4.273 -5.135
H 0.820 -4.748 -5.971
H 1.516 -5.926 -4.058
C 2.084 -2.257 2.867
C 1.252 -1.351 3.739
O 0.216 -1.976 4.427
H 1.567 -2.889 2.145
H 2.630 -3.007 3.439
H 2.717 -1.584 2.289
H 0.882 -0.516 3.143
H 1.761 -0.774 4.510
H 0.564 -2.403 5.213
C 6.108 -4.524 -0.762
C 5.052 -5.524 -1.236
O 5.430 -6.871 -1.107
H 6.603 -4.836 0.157
H 5.655 -3.536 -0.687
H 6.866 -4.364 -1.529
H 4.804 -5.338 -2.281
H 4.143 -5.385 -0.651
H 6.193 -6.951 -1.685
C -2.845 3.379 2.246
C -3.083 2.926 3.688
O -2.325 1.789 3.878
H -3.215 2.571 1.615
H -1.782 3.610 2.187
H -3.414 4.299 2.118
H -4.147 2.742 3.840
H -2.848 3.682 4.438
H -1.397 1.964 3.706
C 2.208 3.847 2.853
C 1.451 2.561 2.604
O 0.274 2.552 3.432
H 1.525 4.668 2.636
H 3.025 3.950 2.139
H 2.535 3.931 3.889
H 2.091 1.695 2.771
H 1.153 2.464 1.560
H 0.509 2.341 4.339
C 0.593 -4.826 -0.469
C 0.466 -6.308 -0.907
O -0.560 -6.355 -1.815
H 1.153 -4.259 -1.212
H 1.146 -4.848 0.470
H -0.361 -4.322 -0.314
H 0.177 -6.957 -0.081
H 1.304 -6.688 -1.492
H -0.208 -6.031 -2.647
C 7.542 0.807 -2.492
C 6.795 -0.556 -2.521
C 7.425 -1.584 -3.513
O 6.854 -2.916 -3.489
C 5.656 -3.121 -4.289
N 6.876 -1.081 -1.158
H 8.540 0.696 -2.068
H 6.980 1.487 -1.853
H 7.656 1.362 -3.423
H 5.756 -0.354 -2.783
H 8.462 -1.644 -3.184
H 7.471 -1.198 -4.531
H 6.034 -3.269 -5.300
H 4.981 -2.274 -4.167
H 5.136 -4.059 -4.094
H 6.363 -1.950 -1.205
H 6.324 -0.499 -0.544
C -3.890 -0.011 6.288
C -3.764 -1.142 5.316
C -4.916 -2.165 5.351
O -4.838 -3.090 4.230
C -5.526 -4.288 4.515
N -3.729 -0.492 3.967
H -3.150 0.782 6.174
H -3.673 -0.485 7.245
H -4.858 0.437 6.511
H -2.863 -1.722 5.516
H -5.855 -1.611 5.328
H -4.983 -2.595 6.350
H -5.150 -4.875 5.353
H -5.576 -4.916 3.626
H -6.526 -3.914 4.739
H -3.137 0.318 4.083
H -4.649 -0.077 3.946
C -5.755 0.614 -0.046
C -5.399 0.172 1.395
C -6.482 0.751 2.351
O -6.161 0.657 3.748
C -7.157 1.175 4.603
N -5.251 -1.268 1.368
H -4.996 0.377 -0.792
H -5.921 1.686 -0.146
H -6.636 0.092 -0.421
H -4.436 0.572 1.712
H -7.453 0.281 2.193
H -6.608 1.793 2.055
H -7.375 2.235 4.476
H -6.835 0.867 5.598
H -8.130 0.691 4.529
H -4.860 -1.443 0.453
H -6.221 -1.517 1.235
C -7.440 -2.147 -3.426
C -6.832 -1.433 -4.648
C -5.831 -0.281 -4.232
O -4.745 -0.870 -3.515
C -3.545 -0.092 -3.477
N -6.048 -2.416 -5.372
H -7.925 -1.508 -2.687
H -6.663 -2.624 -2.828
H -8.118 -2.928 -3.767
H -7.674 -1.078 -5.243
H -6.318 0.468 -3.608
H -5.470 0.188 -5.147
H -3.742 0.941 -3.192
H -3.116 -0.159 -4.477
H -2.760 -0.474 -2.824
H -5.273 -2.616 -4.755
H -5.681 -1.846 -6.121
C -0.308 7.247 -0.175
C 0.231 5.890 -0.780
C -0.892 4.748 -0.622
O -2.094 5.106 -1.365
C -3.068 4.118 -1.395
N 0.564 6.176 -2.134
H -1.203 7.491 -0.747
H 0.373 8.086 -0.324
H -0.477 7.162 0.899
H 1.149 5.678 -0.232
H -1.144 4.659 0.434
H -0.574 3.755 -0.941
H -3.953 4.465 -1.928
H -3.296 3.804 -0.376
H -2.669 3.257 -1.932
H -0.176 6.620 -2.659
H 0.684 5.309 -2.638
C 4.057 1.794 -4.018
C 2.645 2.304 -4.364
C 2.012 3.174 -3.234
O 0.726 3.752 -3.546
C -0.388 2.837 -3.564
N 2.689 3.110 -5.572
H 4.432 1.084 -4.754
H 4.036 1.273 -3.061
H 4.656 2.694 -3.879
H 1.992 1.453 -4.553
H 2.667 4.002 -2.961
H 1.906 2.547 -2.349
H -1.318 3.337 -3.834
H -0.432 2.353 -2.588
H -0.153 2.000 -4.222
H 3.038 2.561 -6.344
H 1.735 3.386 -5.757
C 3.401 6.997 0.914
C 3.955 6.763 -0.515
C 4.170 5.230 -0.814
O 5.352 4.784 -0.192
C 5.854 3.582 -0.801
N 3.038 7.391 -1.485
H 3.202 8.055 1.085
H 4.223 6.775 1.594
H 2.529 6.398 1.177
H 4.941 7.224 -0.562
H 4.301 5.106 -1.889
H 3.276 4.673 -0.532
H 6.679 3.368 -0.122
H 6.139 3.843 -1.821
H 5.164 2.739 -0.828
H 2.195 6.861 -1.652
H 3.390 7.412 -2.431
C -0.648 -5.109 3.001
C -1.782 -4.210 2.512
C -3.054 -4.945 2.079
O -4.000 -3.974 1.664
C -4.999 -4.628 0.850
N -2.087 -3.211 3.570
H 0.253 -4.514 3.151
H -0.396 -5.852 2.245
H -0.925 -5.603 3.932
H -1.535 -3.643 1.614
H -3.470 -5.541 2.891
H -2.748 -5.607 1.270
H -5.719 -3.858 0.573
H -5.569 -5.415 1.343
H -4.690 -5.111 -0.077
H -2.234 -3.728 4.425
H -1.191 -2.768 3.721
*
```

Results
E_HOMO (spin up / spin down) = -9.54 / -9.54 eV
electronic energy = -144962.799 eV
F_max = 4.46 eV/Å
⟨S²⟩ = 8.75
Kohn-Sham gap (spin up / spin down) = 6.64 / 6.57 eV

Löwdin atomic charge list, values in e, 2 entries:
1. Mn 0.86
2. O 0.11

---

5.
DFT (ωB97M-V with the def2-TZVPD basis set) results for a gas-phase ion, C6H13N2S2 (charge +1).

```
! RIJCOSX wB97M-V def2-TZVPD def2/J DEFGRID3
* xyz 1 1
C -1.212 0.946 -1.602
C -0.723 -0.174 0.862
C 1.120 -0.085 -0.945
C 0.643 -0.667 0.480
C 1.755 -0.293 1.467
C 0.677 -2.159 0.286
N -0.732 1.204 0.585
N -2.261 1.666 -1.989
S -0.265 -0.284 -2.181
S -1.931 2.296 0.832
H -1.419 -0.878 0.220
H -0.905 -0.534 1.852
H 1.248 1.021 -0.847
H 2.034 -0.602 -1.324
H 2.623 -0.845 1.232
H 1.461 -0.696 2.547
H 2.058 0.722 1.496
H 1.446 -2.502 -0.483
H -0.257 -2.677 -0.006
H 1.015 -2.755 1.233
H -2.356 2.441 -1.380
H -2.890 1.360 -2.773
H -1.129 3.495 0.438
*
```

Results
E_HOMO (spin up / spin down) = -13.01 / -12.79 eV
electronic energy = -31072.224 eV
F_max = 4.66 eV/Å
Kohn-Sham gap (spin up / spin down) = 7.70 / 7.41 eV

Löwdin atomic charge list, values in e, 2 entries:
1. C -0.48
2. C -0.31

---

6.
DFT (ωB97M-V with the def2-TZVPD basis set) results for a molecular structure, C35H48BeGeOP2.

```
! RIJCOSX wB97M-V def2-TZVPD def2/J DEFGRID3
* xyz 2 1
Be 1.110 -0.775 0.405
C 0.817 -1.921 4.481
C 0.867 -2.982 3.586
C 0.552 -2.794 2.256
C 0.146 -1.535 1.754
C 0.121 -0.481 2.702
C 0.460 -0.663 4.027
H 1.035 -2.075 5.527
H 1.117 -3.968 3.942
H 0.555 -3.643 1.586
H -0.219 0.500 2.405
H 0.397 0.171 4.709
O 0.833 0.592 -0.061
P 0.839 2.135 -0.115
C 1.728 2.674 1.360
C 2.540 1.789 2.060
C 3.218 2.216 3.186
C 3.090 3.531 3.607
C 2.290 4.420 2.904
C 1.603 3.996 1.779
C -0.833 2.826 -0.075
C -1.762 2.371 0.858
C -2.987 2.996 0.984
C -3.292 4.085 0.180
C -2.375 4.536 -0.758
C -1.143 3.916 -0.885
C 1.692 2.617 -1.631
C 1.110 2.246 -2.843
C 1.736 2.572 -4.031
C 2.941 3.262 -4.013
C 3.519 3.630 -2.807
C 2.897 3.311 -1.611
H 2.635 0.763 1.724
H 3.842 1.526 3.734
H 3.619 3.862 4.487
H 2.202 5.443 3.235
H 0.971 4.676 1.224
H -1.542 1.506 1.467
H -3.699 2.635 1.711
H -4.245 4.580 0.285
H -2.615 5.380 -1.386
H -0.430 4.275 -1.614
H 0.170 1.709 -2.842
H 1.281 2.293 -4.969
H 3.428 3.513 -4.943
H 4.453 4.170 -2.797
H 3.343 3.601 -0.669
C 4.462 -0.870 0.308
P 2.957 -1.739 -0.261
C 3.140 -1.721 -2.075
C 3.307 -3.469 0.199
H 5.349 -1.330 -0.131
H 4.544 -0.929 1.393
H 4.423 0.178 0.013
H 4.096 -2.158 -2.366
H 3.086 -0.695 -2.434
H 2.337 -2.295 -2.532
H 4.266 -3.773 -0.223
H 2.526 -4.122 -0.187
H 3.346 -3.561 1.284
C -3.391 -4.718 -2.073
C -1.926 -4.348 -1.881
C -1.430 -4.547 -0.448
C -2.116 -3.671 0.597
Ge -1.701 -1.712 0.659
C -1.882 -0.660 -1.034
C -3.321 -0.688 -1.552
C -4.262 0.214 -0.757
C -5.697 0.111 -1.257
H -3.656 -4.661 -3.125
H -4.054 -4.050 -1.525
H -3.572 -5.735 -1.733
H -1.765 -3.311 -2.192
H -1.323 -4.986 -2.531
H -0.347 -4.376 -0.428
H -1.604 -5.591 -0.173
H -1.910 -4.060 1.597
H -3.197 -3.723 0.466
H -2.557 -1.128 1.777
H -1.215 -1.108 -1.773
H -1.566 0.371 -0.891
H -3.702 -1.711 -1.530
H -3.326 -0.365 -2.595
H -3.930 1.251 -0.843
H -4.225 -0.057 0.304
H -5.766 0.422 -2.295
H -6.353 0.745 -0.669
H -6.062 -0.910 -1.191
*
```

Results
E_HOMO = -14.69 eV
electronic energy = -114606.708 eV
F_max = 0.86 eV/Å
Kohn-Sham gap = 9.03 eV

Löwdin atomic charge list, values in e, 2 entries:
1. Be 0.10
2. C -0.01

---

7.
DFT (ωB97M-V with the def2-TZVPD basis set) results for a molecular structure, C28H25N6OPd.

```
! RIJCOSX wB97M-V def2-TZVPD def2/J DEFGRID3
* xyz 1 1
Pd 0.613 1.695 0.196
C -4.142 -1.196 -0.422
C -4.099 -0.080 -1.246
C -3.192 0.938 -1.004
C -2.317 0.860 0.083
C -2.366 -0.266 0.907
C -3.269 -1.283 0.652
N -1.377 1.870 0.359
C -1.744 3.163 0.485
C -3.071 3.642 0.529
C -3.307 4.984 0.695
C -2.251 5.906 0.843
C -0.948 5.484 0.831
C -0.678 4.119 0.653
N 0.550 3.557 0.610
N 1.646 4.239 0.601
C 2.744 3.475 0.366
C 4.019 4.054 0.384
C 5.118 3.266 0.137
C 4.943 1.911 -0.143
C 3.666 1.392 -0.136
N 2.589 2.134 0.119
H -4.859 -1.984 -0.606
H -4.786 0.002 -2.078
H -3.135 1.791 -1.669
H -1.727 -0.297 1.777
H -3.313 -2.141 1.312
H -3.896 2.949 0.459
H -4.329 5.335 0.726
H -2.470 6.955 0.983
H -0.129 6.175 0.964
H 4.088 5.109 0.602
H 6.114 3.687 0.169
H 5.784 1.270 -0.361
H 3.480 0.344 -0.336
C -0.134 -4.616 1.039
N 0.559 -3.342 0.976
N 0.452 -2.521 -0.128
C 0.742 -1.233 0.250
O 0.745 -0.273 -0.572
C 1.034 -1.280 1.640
C 0.872 -2.578 2.047
C 0.993 -3.181 3.400
C 0.525 -3.021 -1.458
C 1.305 -4.136 -1.744
C 1.400 -4.580 -3.054
C 0.750 -3.897 -4.071
C -0.001 -2.768 -3.779
C -0.130 -2.332 -2.470
H -0.375 -4.944 0.033
H -1.062 -4.528 1.609
H 0.499 -5.364 1.513
H 1.334 -0.427 2.226
H 1.382 -2.449 4.102
H 1.667 -4.037 3.369
H 0.025 -3.530 3.763
H 1.852 -4.642 -0.960
H 1.996 -5.454 -3.278
H 0.836 -4.242 -5.092
H -0.492 -2.223 -4.574
H -0.721 -1.461 -2.227
*
```

Results
E_HOMO (spin up / spin down) = -9.86 / -10.04 eV
electronic energy = -43903.928 eV
F_max = 1.46 eV/Å
Kohn-Sham gap (spin up / spin down) = 5.53 / 5.89 eV

Löwdin atomic charge list, values in e, 2 entries:
1. Pd 1.08
2. C -0.08

---

8.
DFT (ωB97M-V with the def2-TZVPD basis set) results for a molecular structure, C2H7N5.

```
! RIJCOSX wB97M-V def2-TZVPD def2/J DEFGRID3
* xyz 0 1
C -0.664 -1.170 0.719
C -0.556 0.115 -0.066
N 1.993 0.752 -0.083
N -1.450 1.177 -0.034
N 0.937 0.083 0.556
N 0.801 -1.235 0.301
N -0.120 -0.358 -1.363
H 2.123 0.343 -1.007
H 2.826 0.633 0.482
H -1.753 1.462 0.886
H -1.149 1.962 -0.597
H -0.948 -0.687 -1.874
H -0.762 -1.130 1.808
H -1.278 -1.946 0.272
*
```

Results
E_HOMO (spin up / spin down) = -8.25 / -9.23 eV
electronic energy = -9632.401 eV
F_max = 0.64 eV/Å
Kohn-Sham gap (spin up / spin down) = 8.09 / 9.42 eV

Löwdin atomic charge list, values in e, 2 entries:
1. C -0.11
2. C -0.62

---

Q: Which of these has the highest F_max?
A: C10H24F5NaO5S3